{
  "formula": "C23H51IN3O6P2",
  "method": "wB97M-V/def2-TZVPD",
  "total_charge": -1,
  "orbital_gap_ev": [5.90, 5.82],
  "spin_multiplicity": 3,
  "energy_ev": -68110.6138,
  "s_squared": 2.008,
  "homo_ev": [-4.08, -4.08],
  "elements": ["N", "P", "O", "O", "P", "O", "C", "C", "C", "C", "C", "I", "O", "H", "H", "H", "H", "H", "H", "H", "H", "H", "H", "H", "H", "H", "H", "H", "C", "C", "C", "C", "C", "C", "N", "O", "C", "C", "C", "H", "H", "H", "H", "H", "H", "H", "H", "H", "H", "H", "H", "H", "H", "H", "H", "H", "H", "C", "C", "C", "C", "C", "C", "N", "O", "C", "C", "C", "H", "H", "H", "H", "H", "H", "H", "H", "H", "H", "H", "H", "H", "H", "H", "H", "H", "H"],
  "coordinates": [[8.2078, 2.0387, 5.4349], [7.4231, 0.8392, 4.7809], [7.2052, -0.3349, 5.8874], [8.3475, 0.0056, 3.6878], [5.4704, 1.3227, 3.7049], [4.0370, 1.7796, 2.8281], [3.0974, 0.7436, 2.9288], [3.1652, 0.3200, 4.3897], [2.3795, -0.9181, 4.7907], [0.9397, -0.6704, 5.2337], [0.0135, -0.1768, 4.1217], [-0.3626, 1.9300, 4.1169], [4.5373, 0.0987, 4.5895], [9.1685, 2.1384, 5.1327], [7.8542, -0.1564, 6.5801], [8.7384, 0.6360, 3.0747], [5.7897, 0.3237, 2.7252], [6.2901, 2.3042, 3.0298], [5.1961, 2.2455, 4.7695], [3.4087, -0.1188, 2.3174], [2.1190, 1.0765, 2.5695], [2.8401, 1.1864, 4.9957], [2.9309, -1.3818, 5.6113], [2.3838, -1.6443, 3.9683], [0.5162, -1.6106, 5.6012], [0.9313, 0.0225, 6.0777], [0.4267, -0.3841, 3.1367], [-0.9791, -0.6123, 4.1835], [2.4553, -2.1425, -3.6518], [2.3247, -2.4032, -2.1454], [1.0795, -3.2450, -1.8247], [-0.2314, -2.4755, -1.9634], [-0.2087, -1.1972, -1.1323], [0.9809, -0.2864, -1.4612], [2.2243, -1.1253, -1.3598], [2.7004, -1.1899, -0.1794], [0.8203, 0.3564, -2.8377], [1.0923, 0.8312, -0.4295], [3.5821, -3.1270, -1.6755], [3.0218, -1.2314, -3.8422], [2.9957, -2.9755, -4.1028], [1.4961, -2.0667, -4.1586], [1.1755, -3.6060, -0.7964], [1.0851, -4.1231, -2.4784], [-0.4415, -2.2479, -3.0125], [-1.0543, -3.1080, -1.6232], [-1.1333, -0.6300, -1.2723], [-0.1454, -1.4626, -0.0724], [1.7281, 0.8850, -3.1317], [0.0086, 1.0826, -2.7753], [0.5609, -0.3481, -3.6213], [1.1376, 0.4403, 0.5827], [0.2191, 1.4799, -0.5265], [1.9924, 1.4242, -0.5939], [4.4640, -2.5050, -1.8326], [3.6895, -4.0447, -2.2573], [3.5306, -3.3728, -0.6191], [-6.9107, 0.2313, -3.3838], [-5.8888, -0.1024, -2.2902], [-6.3235, 0.4342, -0.9174], [-6.1905, 1.9487, -0.7804], [-4.7796, 2.4173, -1.1264], [-4.3289, 1.9675, -2.5223], [-4.5292, 0.4760, -2.5795], [-3.5727, -0.1853, -2.0530], [-5.0841, 2.7109, -3.6248], [-2.8435, 2.2396, -2.7253], [-5.7351, -1.6189, -2.2323], [-6.4382, 0.2694, -4.3648], [-7.6645, -0.5559, -3.4049], [-7.4315, 1.1698, -3.2126], [-5.7025, -0.0483, -0.1573], [-7.3560, 0.1194, -0.7401], [-6.9286, 2.4598, -1.4051], [-6.4185, 2.2316, 0.2490], [-4.7094, 3.5071, -1.0747], [-4.0732, 2.0120, -0.3965], [-4.8636, 2.2778, -4.6013], [-4.7368, 3.7448, -3.6280], [-6.1593, 2.7307, -3.4896], [-2.2410, 1.7779, -1.9480], [-2.6821, 3.3187, -2.7012], [-2.5095, 1.8591, -3.6917], [-5.3534, -2.0023, -3.1798], [-6.7173, -2.0573, -2.0482], [-5.0537, -1.9221, -1.4434]]
}